63
Properties=species:S:1:pos:R:3 method="wB97M-V/def2-TZVPD" e_homo_ev="-15.67 / -15.65" total_charge=+3 total_energy_ha=-2975.77064 relative_energy_kj_mol=0.0 s2=6.09 lumo_energy_ev="-10.139 / -10.995" multiplicity=5
Mn -0.06 -0.22 0.18
P 2.38 -0.67 0.42
P 0.39 2.33 -0.96
P -0.26 -1.14 -2.25
H -6.81 -5.91 2.72
C -6.28 -6.59 2.04
C -5.31 -7.40 2.48
H -5.00 -7.41 3.53
C 2.93 -0.62 2.17
C 3.75 0.20 -0.44
C 2.67 -2.43 0.00
C -1.12 3.13 -1.53
C 1.10 3.28 0.37
C 1.56 2.38 -2.32
C -0.62 -2.94 -2.28
C 1.15 -0.99 -3.43
C -1.66 -0.41 -3.19
H -6.64 -6.64 1.00
H -4.82 -8.13 1.81
H 2.22 -1.16 2.81
H 3.03 0.42 2.51
H 3.92 -1.10 2.26
H 3.75 1.27 -0.20
H 3.67 0.09 -1.53
H 4.69 -0.24 -0.11
H 1.98 -3.05 0.59
H 3.71 -2.69 0.25
H 2.51 -2.64 -1.07
H -0.85 4.14 -1.86
H -1.83 3.18 -0.70
H -1.61 2.56 -2.33
H 1.39 4.26 -0.06
H 1.99 2.82 0.80
H 0.37 3.48 1.17
H 1.12 2.97 -3.13
H 1.79 1.39 -2.73
H 2.50 2.81 -1.98
H -0.48 -3.37 -3.29
H -1.64 -3.10 -1.93
H 0.04 -3.43 -1.56
H 1.11 -1.85 -4.11
H 2.11 -1.02 -2.90
H 1.07 -0.07 -4.01
H -1.90 -1.10 -4.01
H -1.41 0.58 -3.60
H -2.54 -0.32 -2.54
C -1.78 -2.61 1.08
C -3.04 -1.98 0.81
C -4.16 -2.79 0.64
C -4.08 -4.18 0.79
C -2.87 -4.79 1.13
C -1.73 -4.02 1.32
O -0.64 -1.96 1.01
H -0.16 0.88 -1.07
H -3.07 -0.88 0.72
H -5.12 -2.32 0.39
H -4.97 -4.78 0.62
H -2.79 -5.88 1.25
H -0.78 -4.48 1.60
N -0.43 0.70 2.18
H 0.37 1.24 2.53
H -0.59 -0.09 2.82
H -1.25 1.31 2.20

31
Properties=species:S:1:pos:R:3 method="wB97M-V/def2-TZVPD" e_homo_ev=-8.38 smiles=Cc1ccc(O)cc1.Cc1ccccc1 total_charge=0 total_energy_ha=-618.29761 relative_energy_kj_mol=48.3 lumo_energy_ev=0.828 multiplicity=1
C 3.71 1.21 -3.82
C 0.40 0.75 -2.03
C 1.45 0.64 -2.93
C 0.59 1.47 -0.86
C 2.66 1.31 -2.74
C 1.83 2.04 -0.60
C 2.83 2.01 -1.55
H -0.56 0.26 -2.15
H 1.27 0.12 -3.87
H -0.21 1.64 -0.16
H 1.97 2.58 0.33
H 3.85 0.20 -4.19
H 4.70 1.47 -3.43
H 3.80 2.45 -1.35
H 3.44 1.89 -4.62
C -3.90 -2.72 1.62
C -1.66 0.31 1.62
C -0.64 -0.09 2.47
C -2.67 -0.58 1.31
C -2.77 -1.79 1.99
C -0.67 -1.34 3.06
C -1.76 -2.18 2.86
O 0.38 0.81 2.66
H -1.53 1.33 1.25
H -3.30 -0.43 0.44
H 0.23 -1.74 3.52
H 1.08 0.44 3.22
H -3.78 -3.72 2.00
H -4.01 -2.80 0.54
H -1.83 -3.10 3.42
H -4.89 -2.43 2.00

76
Properties=species:S:1:pos:R:3 method="wB97M-V/def2-TZVPD" e_homo_ev=-4.73 total_charge=-1 total_energy_ha=-8136.94534 relative_energy_kj_mol=30.2 lumo_energy_ev=1.957 multiplicity=1
Ba -1.07 0.09 0.22
S -4.31 -4.18 -0.61
C -5.18 -3.18 0.47
C -4.46 -2.08 0.83
C -3.15 -1.96 0.24
C -2.95 -3.06 -0.56
C -1.76 -3.33 -1.37
C -1.70 -4.39 -2.29
C -0.56 -4.59 -3.03
C 0.52 -3.74 -2.86
C 0.39 -2.72 -1.94
N -0.70 -2.52 -1.20
H -6.17 -3.47 0.79
H -4.86 -1.35 1.52
H -2.56 -5.04 -2.42
H -0.51 -5.40 -3.75
H 1.43 -3.84 -3.44
H 1.20 -2.01 -1.78
O 6.46 1.59 -0.98
C 5.42 2.47 -1.36
C 4.11 2.00 -0.78
C 3.00 2.83 -0.84
C 1.79 2.35 -0.37
N 1.66 1.15 0.18
C 2.72 0.36 0.26
C 3.97 0.74 -0.22
C 2.51 -0.97 0.92
C 3.57 -1.71 1.43
C 3.31 -2.93 2.04
C 4.43 -3.76 2.60
O 5.50 -3.93 1.68
C 1.99 -3.37 2.11
C 1.00 -2.56 1.57
N 1.25 -1.40 0.99
H 7.27 1.86 -1.42
H 5.32 2.50 -2.45
H 5.62 3.49 -1.01
H 3.06 3.82 -1.28
H 0.89 2.96 -0.43
H 4.82 0.08 -0.18
H 4.58 -1.35 1.38
H 4.05 -4.72 2.94
H 4.87 -3.25 3.46
H 5.13 -4.25 0.85
H 1.74 -4.31 2.57
H -0.04 -2.87 1.60
Se -2.77 4.56 -0.93
Se -3.50 4.67 1.24
C -1.97 4.10 2.27
C -2.14 4.18 3.65
C -1.06 3.89 4.46
C 0.14 3.53 3.87
C 0.19 3.46 2.49
N -0.84 3.75 1.69
C -3.67 2.98 -1.57
C -3.96 2.96 -2.93
C -4.50 1.80 -3.47
C -4.76 0.74 -2.63
C -4.46 0.87 -1.28
N -3.91 1.97 -0.76
H -3.10 4.45 4.07
H -1.16 3.92 5.53
H 1.00 3.26 4.45
H 1.10 3.14 2.00
H -3.74 3.82 -3.55
H -4.71 1.74 -4.53
H -5.17 -0.20 -3.00
H -4.63 0.04 -0.60
O 0.53 0.29 3.66
S -0.94 0.42 3.87
N -1.84 0.69 2.75
O -1.71 -0.09 -2.95
Cl -0.75 0.99 -2.98
O -0.80 1.71 -4.22
O 0.57 0.45 -2.76
O -1.05 1.90 -1.88

15
Properties=species:S:1:pos:R:3 method="wB97M-V/def2-TZVPD" e_homo_ev="-14.35 / -14.23" total_charge=+1 total_energy_ha=-378.77934 relative_energy_kj_mol=92.8 s2=0.76 lumo_energy_ev="-3.280 / -9.028" multiplicity=2
C 0.21 -0.03 -0.33
N 0.49 0.15 1.04
C 1.19 1.22 1.60
O 1.49 2.11 0.70
O 1.47 1.26 2.76
C -1.07 -0.86 -0.58
N -1.12 -1.33 -1.93
H 0.28 0.93 -0.82
H 1.10 -0.56 -0.77
H 0.10 -0.54 1.68
H 1.88 2.89 1.14
H -1.88 -0.17 -0.44
H -1.20 -1.55 0.26
H -2.04 -1.21 -2.32
H -0.90 -2.32 -1.99